Entry 1:
C3H21N2O7 | ωB97M-V/def2-TZVPD

Highest occupied orbital energy in eV: -13.625
Frontier orbital gap in eV: 11.281
Total charge: +1
ΔE to the lowest compared entry with this formula, charge and spin in kJ/mol: 0.0
E in eV: -20760.9617

Each atom is followed by the atoms it is bonded to, with distances in Å.
Positions of all 33 atoms, in Å:
1 C 0.266 0.738 -0.519  C2 1.538, N6 1.507, H7 1.140, H8 1.152
2 C 0.968 1.558 0.576  C1 1.538, C3 1.495, H9 1.112, H10 1.097
3 C 2.416 1.189 0.630  C2 1.495, N4 1.349, O5 1.242
4 N 3.353 2.153 0.754  C3 1.349, H11 0.997, H12 0.999
5 O 2.786 0.004 0.589  C3 1.242
6 N -1.199 0.574 -0.202  C1 1.507, H13 1.070, H14 1.080, H15 1.054
7 H 0.713 -0.306 -0.617  C1 1.140
8 H 0.369 1.240 -1.551  C1 1.152
9 H 0.812 2.644 0.391  C2 1.112
10 H 0.547 1.412 1.579  C2 1.097
11 H 3.100 3.112 0.853  N4 0.997
12 H 4.326 1.932 0.801  N4 0.999
13 H -1.726 1.503 -0.258  N6 1.070
14 H -1.327 0.102 0.761  N6 1.080
15 H -1.654 -0.104 -0.870  N6 1.054
16 H -0.329 -1.539 -2.216  O18 0.959
17 H -0.886 -0.916 -3.484  O18 0.953
18 O -0.647 -0.712 -2.585  H16 0.959, H17 0.953
19 H -1.222 -1.032 2.835  O21 0.921
20 H 0.021 -1.237 2.001  O21 0.966
21 O -0.653 -0.595 2.257  H19 0.921, H20 0.966
22 H 1.857 -1.363 0.961  O24 0.972
23 H 1.761 -2.761 1.646  O24 0.965
24 O 1.256 -2.101 1.156  H22 0.972, H23 0.965
25 H -2.758 3.611 -0.971  O27 0.983
26 H -3.070 3.487 0.565  O27 1.011
27 O -2.459 3.138 -0.162  H25 0.983, H26 1.011
28 H -1.650 -2.345 -0.749  O30 0.981
29 H -3.210 -2.332 -0.908  O30 0.988
30 O -2.449 -1.807 -0.562  H28 0.981, H29 0.988
31 H 0.480 -2.644 -0.272  O33 0.987
32 H 0.246 -3.739 -1.348  O33 0.958
33 O -0.038 -2.864 -1.083  H31 0.987, H32 0.958



Entry 2:
C3H21NO8 | ωB97M-V/def2-TZVPD

SMILES: OCCNCO.O.O.O.O.O.O
Highest occupied orbital energy in eV: -9.162
Frontier orbital gap in eV: 9.402
ΔE to the lowest compared entry with this formula, charge and spin in kJ/mol: 0.0
E in eV: -21322.3302

Each atom is followed by the atoms it is bonded to, with distances in Å.
Positions of all 33 atoms, in Å:
1 O -0.806 -0.574 1.836  C2 1.419, H7 0.967
2 C 0.454 0.077 1.863  O1 1.419, C3 1.534, H8 1.155, H9 1.121
3 C 1.538 -0.621 1.031  C2 1.534, N4 1.472, H10 1.107, H11 1.127
4 N 1.210 -0.862 -0.384  C3 1.472, C5 1.455, H12 0.996
5 C 1.470 0.227 -1.313  N4 1.455, O6 1.423, H13 1.112, H14 1.135
6 O 0.282 0.954 -1.606  C5 1.423, H15 0.980
7 H -0.860 -1.307 1.208  O1 0.967
8 H 0.215 1.128 1.450  C2 1.155
9 H 0.758 0.119 2.941  C2 1.121
10 H 2.470 -0.029 1.107  C3 1.107
11 H 1.753 -1.616 1.513  C3 1.127
12 H 0.279 -1.204 -0.471  N4 0.996
13 H 2.310 0.868 -0.967  C5 1.112
14 H 1.735 -0.251 -2.309  C5 1.135
15 H 0.158 1.696 -0.977  O6 0.980
16 O -2.323 1.336 0.757  H17 0.938, H18 1.009
17 H -2.486 0.854 -0.031  O16 0.938
18 H -1.872 0.614 1.299  O16 1.009
19 O 2.210 2.450 0.820  H20 0.957, H21 0.982
20 H 2.546 3.236 1.251  O19 0.957
21 H 1.294 2.669 0.540  O19 0.982
22 O -2.111 -0.198 -1.452  H23 0.939, H24 0.962
23 H -1.254 0.174 -1.545  O22 0.939
24 H -2.547 -0.196 -2.310  O22 0.962
25 O -0.335 2.923 0.089  H26 1.078, H27 0.954
26 H -1.204 2.382 0.426  O25 1.078
27 H -0.675 3.774 -0.176  O25 0.954
28 O -1.490 -2.389 -0.018  H29 0.932, H30 0.993
29 H -2.200 -2.854 0.366  O28 0.932
30 H -1.909 -1.685 -0.579  O28 0.993
31 O 0.912 -3.754 -1.352  H32 0.973, H33 0.980
32 H 0.064 -3.450 -0.986  O31 0.973
33 H 1.479 -2.981 -1.149  O31 0.980



Entry 3:
C3H22NO7 | ωB97M-V/def2-TZVPD

Highest occupied orbital energy in eV: -13.967
Frontier orbital gap in eV: 10.900
Total charge: +1
ΔE to the lowest compared entry with this formula, charge and spin in kJ/mol: 85.7
E in eV: -19284.1773

Each atom is followed by the atoms it is bonded to, with distances in Å.
Positions of all 33 atoms, in Å:
1 C 0.280 1.274 0.619  O2 1.445, C3 1.513, H6 1.104, H7 1.072
2 O -0.699 1.075 1.663  C1 1.445, H8 0.959
3 C 1.282 0.141 0.603  C1 1.513, C4 1.550, N5 1.546, H9 1.097
4 C 2.118 -0.334 1.819  C3 1.550, H10 1.101, H11 1.092, H12 1.110
5 N 0.408 -1.030 0.096  C3 1.546, H13 1.019, H14 1.014, H15 1.023
6 H -0.277 1.303 -0.333  C1 1.104
7 H 0.693 2.260 0.708  C1 1.072
8 H -0.426 1.714 2.325  O2 0.959
9 H 2.011 0.315 -0.198  C3 1.097
10 H 3.187 -0.200 1.593  C4 1.101
11 H 1.812 -1.332 2.139  C4 1.092
12 H 1.884 0.367 2.647  C4 1.110
13 H 0.106 -0.676 -0.809  N5 1.019
14 H 0.914 -1.902 -0.021  N5 1.014
15 H -0.479 -1.050 0.604  N5 1.023
16 H -1.031 -3.461 -0.970  O18 0.951
17 H -1.277 -2.106 -1.830  O18 0.960
18 O -1.383 -2.577 -1.000  H16 0.951, H17 0.960
19 H 1.586 1.017 -3.745  O21 0.961
20 H 0.168 0.813 -3.041  O21 0.960
21 O 1.033 0.436 -3.217  H19 0.961, H20 0.960
22 H -1.288 4.325 -0.182  O24 0.967
23 H -1.808 2.843 -0.191  O24 0.966
24 O -1.058 3.413 -0.405  H22 0.967, H23 0.966
25 H -0.249 -2.407 2.895  O27 0.964
26 H -0.630 -3.580 2.113  O27 0.968
27 O -0.841 -2.637 2.169  H25 0.964, H26 0.968
28 H 2.344 -0.643 -2.346  O30 0.971
29 H 3.724 -1.032 -1.637  O30 0.969
30 O 2.766 -1.173 -1.651  H28 0.971, H29 0.969
31 H -3.206 0.972 -0.596  O33 0.959
32 H -4.190 1.404 0.546  O33 0.956
33 O -3.350 1.585 0.128  H31 0.959, H32 0.956



Entry 4:
C3H23NO9S | ωB97M-V/def2-TZVPD

SMILES: O=CNCCS.O.O.O.O.O.O.O.O
Highest occupied orbital energy in eV: -9.002
Frontier orbital gap in eV: 9.291
ΔE to the lowest compared entry with this formula, charge and spin in kJ/mol: 0.0
E in eV: -34238.7500

Each atom is followed by the atoms it is bonded to, with distances in Å.
Positions of all 37 atoms, in Å:
1 O 2.063 -2.214 -0.386  C2 1.235
2 C 1.629 -1.299 -1.093  O1 1.235, N3 1.351, H7 1.093
3 N 0.521 -0.616 -0.729  C2 1.351, C4 1.460, H8 1.008
4 C -0.175 0.298 -1.629  N3 1.460, C5 1.540, H9 1.101, H10 1.090
5 C -1.270 -0.455 -2.407  C4 1.540, S6 1.819, H11 1.144, H12 1.085
6 S -2.488 0.703 -3.101  C5 1.819, H13 1.320
7 H 2.058 -0.947 -2.034  C2 1.093
8 H 0.038 -0.859 0.122  N3 1.008
9 H 0.521 0.744 -2.356  C4 1.101
10 H -0.562 1.148 -1.066  C4 1.090
11 H -1.832 -1.214 -1.763  C5 1.144
12 H -0.883 -1.044 -3.232  C5 1.085
13 H -3.286 0.818 -2.057  S6 1.320
14 O 3.547 0.139 -0.472  H15 0.993, H16 0.972
15 H 3.084 0.549 0.305  O14 0.993
16 H 3.995 -0.637 -0.095  O14 0.972
17 O -1.624 -2.379 1.618  H18 0.986, H19 0.960
18 H -0.860 -2.973 1.428  O17 0.986
19 H -2.147 -2.795 2.308  O17 0.960
20 O 2.442 1.444 1.628  H21 0.993, H22 0.971
21 H 1.628 1.165 2.121  O20 0.993
22 H 3.093 1.664 2.314  O20 0.971
23 O -1.094 2.861 1.812  H24 0.970, H25 0.989
24 H -1.425 3.637 2.289  O23 0.970
25 H -0.302 3.186 1.316  O23 0.989
26 O 0.577 -3.789 1.168  H27 1.019, H28 0.964
27 H 1.190 -3.200 0.606  O26 1.019
28 H 0.592 -4.622 0.683  O26 0.964
29 O 0.260 0.902 3.045  H30 0.970, H31 0.983
30 H -0.274 0.110 2.875  O29 0.970
31 H -0.274 1.657 2.711  O29 0.983
32 O 1.174 3.545 0.590  H33 0.945, H34 0.999
33 H 1.311 3.652 -0.338  O32 0.945
34 H 1.692 2.748 0.896  O32 0.999
35 O -3.294 -0.908 0.130  H36 0.993, H37 0.952
36 H -2.701 -1.535 0.621  O35 0.993
37 H -3.089 -0.073 0.537  O35 0.952



Q: Which value of highest occupied orbital energy does entry 4 give?
A: -9.002 eV